C4H8O3 as an isolated structure. Source: the OMol25 dataset; level of theory: wB97M-V/def2-TZVPD.

XYZ file:
```
15
Properties=species:S:1:pos:R:3:forces:R:3:nbo_charge:R:1
O -0.939058 0.103577 -2.619418 -0.22 -0.08 -0.19 -0.72
C -0.792708 -0.099227 -1.232788 -0.18 -0.15 0.46 -0.04
C 0.651818 0.155602 -0.870394 -0.08 -0.01 -0.03 -0.50
C 0.886153 -0.082584 0.582290 -0.34 -0.05 0.21 0.61
O 1.223413 0.980121 1.283947 0.40 -0.07 0.41 -0.65
C 0.810057 -1.346608 1.307226 0.42 -0.28 -0.30 -0.16
O -0.271085 -0.704959 1.904143 -0.48 0.06 -0.79 -0.70
H -1.853291 -0.101317 -2.851253 0.19 0.08 -0.04 0.47
H -1.045285 -1.119382 -0.932769 -0.19 -0.06 -0.08 0.17
H -1.409131 0.586879 -0.646574 -0.15 -0.02 -0.06 0.18
H 0.888911 1.189533 -1.126242 0.12 -0.06 0.18 0.24
H 1.284873 -0.512248 -1.457356 0.05 -0.05 0.04 0.24
H 0.525621 -2.192081 0.672815 0.19 -0.14 0.04 0.17
H 1.653378 -1.588990 1.968740 -0.04 -0.08 -0.08 0.16
H 0.889207 0.602690 2.147229 0.30 0.91 0.24 0.52
```
Forces are in eV/Å.

* 2S+1: 1
* frontier orbital gap: 10.066 eV
* energy relative to the best compared isomer or geometry (same formula, charge and spin): 348.4 kJ/mol
* total energy: -10417.3921 eV

***

One molecule with the formula C4H8O3 in a non-equilibrium geometry. Source: the OMol25 dataset; level of theory: wB97M-V/def2-TZVPD.

XYZ file:
```
15
Properties=species:S:1:pos:R:3:forces:R:3:nbo_charge:R:1
C 0.164055 0.114408 0.197773 -0.40 0.25 0.45 0.09
C -0.210065 -1.313080 -0.172639 -1.74 -0.21 0.23 -0.08
C 1.551718 0.514267 -0.293862 0.61 0.05 -0.34 -0.63
C -0.921129 1.015727 -0.454436 -0.03 1.60 1.65 0.45
O 0.080944 0.253006 1.618533 -0.53 0.23 -0.43 -0.73
O -1.684320 -1.403369 -0.186275 1.04 0.03 0.31 -0.73
O -1.576524 1.806014 0.225997 1.09 -1.62 -1.36 -0.55
H -0.526243 1.005398 1.784925 0.27 -0.34 -0.12 0.49
H -1.987076 -1.228879 0.724481 0.24 -0.12 -0.47 0.48
H 0.152666 -2.036506 0.563810 0.35 0.23 -0.15 0.20
H 0.120730 -1.592261 -1.175734 -0.10 0.11 0.11 0.19
H -0.944931 1.020883 -1.556146 -0.27 -0.13 0.06 0.14
H 1.510381 1.223480 -1.128299 -0.03 -0.10 0.05 0.22
H 2.150628 0.975378 0.498190 -0.38 -0.05 -0.04 0.24
H 2.119165 -0.354464 -0.646317 -0.12 0.07 0.04 0.22
```
Forces are in eV/Å.

* 2S+1: 1
* SMILES: C[C@@](O)(C=O)CO
* frontier orbital gap: 11.191 eV
* energy relative to the best compared isomer or geometry (same formula, charge and spin): 154.7 kJ/mol
* total energy: -10419.4006 eV

***

One molecule with the formula C4H8O3. Source: the OMol25 dataset; level of theory: wB97M-V/def2-TZVPD.

XYZ file:
```
15
Properties=species:S:1:pos:R:3:forces:R:3:nbo_charge:R:1
O -0.521673 1.155765 -0.449573 0.06 0.08 0.01 -0.53
C -1.760693 0.415203 -0.432100 -0.34 -0.08 0.04 -0.06
C -1.047914 -0.843968 0.073808 0.02 -0.13 0.05 -0.48
C 0.229708 -0.018155 -0.139632 0.13 -0.10 0.19 0.49
O 0.970636 -0.397446 -1.279777 -0.07 0.12 -0.16 -0.74
C 1.201079 0.121551 1.026696 -0.27 -0.12 0.18 -0.10
O 2.397075 0.748918 0.648025 0.07 -0.07 -0.10 -0.71
H 0.798710 0.316748 -1.911242 0.12 -0.21 -0.03 0.49
H -2.202229 0.335600 -1.432306 0.07 0.05 0.16 0.18
H -2.475890 0.867408 0.257944 0.02 -0.03 -0.10 0.18
H -1.106081 -1.740938 -0.544355 0.00 0.17 0.04 0.23
H -1.259122 -1.103484 1.116052 0.09 0.13 -0.16 0.22
H 0.740963 0.723164 1.817169 0.02 -0.11 -0.14 0.19
H 1.376358 -0.892793 1.425004 0.03 0.14 -0.05 0.16
H 2.659069 0.312423 -0.175710 0.05 0.14 0.08 0.48
```
Forces are in eV/Å.

* 2S+1: 1
* SMILES: OC[C@@]1(O)CCO1
* frontier orbital gap: 10.856 eV
* energy relative to the best compared isomer or geometry (same formula, charge and spin): 188.0 kJ/mol
* total energy: -10419.0554 eV

***

One molecule with the formula C4H8O3. Source: the OMol25 dataset; level of theory: wB97M-V/def2-TZVPD.

XYZ file:
```
15
Properties=species:S:1:pos:R:3:forces:R:3:nbo_charge:R:1
O 1.601116 -1.212513 0.369032 -0.01 -0.08 -0.04 -0.72
C 1.815004 -0.001512 -0.332915 0.12 0.30 -0.19 -0.05
C 0.633122 0.966022 -0.166257 -0.03 0.00 0.08 -0.54
C -0.648155 0.196132 -0.389684 -0.08 0.00 -0.11 0.59
O -0.919269 -0.319800 -1.456379 0.09 0.11 0.25 -0.58
C -1.564764 -0.003341 0.795368 0.23 0.16 0.03 -0.17
O -2.672758 -0.780836 0.469726 -0.05 -0.06 -0.11 -0.71
H 1.083949 -1.792925 -0.199189 0.02 -0.07 0.06 0.47
H 1.991546 -0.182854 -1.400897 -0.05 -0.03 0.19 0.18
H 2.715772 0.451418 0.088091 -0.08 -0.05 -0.08 0.19
H 0.698111 1.775007 -0.905068 0.00 -0.15 0.15 0.24
H 0.641549 1.399644 0.840752 -0.04 -0.07 -0.16 0.22
H -0.948765 -0.473516 1.579033 -0.10 0.03 -0.05 0.20
H -1.863964 0.985755 1.177902 0.03 -0.11 -0.06 0.19
H -2.562494 -1.006680 -0.469516 -0.06 -0.01 0.07 0.49
```
Forces are in eV/Å.

* 2S+1: 1
* SMILES: O=C(CO)CCO
* frontier orbital gap: 11.144 eV
* energy relative to the best compared isomer or geometry (same formula, charge and spin): 126.5 kJ/mol
* total energy: -10419.6927 eV

***

An isolated ion of composition C4H8O3P and charge -1 in a non-equilibrium geometry. Source: the OMol25 dataset; level of theory: wB97M-V/def2-TZVPD.

XYZ file:
```
16
Properties=species:S:1:pos:R:3:forces:R:3:nbo_charge:R:1
C -2.098029 -0.744736 -0.120401 3.16 1.20 0.30 0.00
C 0.099050 0.319342 -0.361277 0.90 -0.86 3.13 -0.23
C -2.705027 -1.777074 0.721795 1.78 1.60 1.05 -0.68
C 2.457329 1.731148 -0.708926 1.47 -1.26 -1.17 -1.03
O 2.455590 -0.844149 0.006063 1.12 -2.22 -0.41 -1.18
O 1.707735 0.809612 1.800928 -0.18 0.89 1.38 -1.16
O -0.772849 -0.433455 0.279807 -2.56 -0.73 -0.62 -0.41
P 1.772021 0.384507 0.400440 -0.71 0.99 -2.52 2.16
H -2.383224 -0.241392 -1.019416 -0.42 -0.07 -0.39 0.15
H -0.107410 0.639239 -1.307459 -0.80 0.81 -2.62 0.13
H -3.677925 -1.496236 1.035256 -1.14 -0.14 0.34 0.20
H -2.008866 -1.734892 1.582926 -0.67 -0.21 0.08 0.24
H -2.610865 -2.758327 0.370991 -0.35 -1.70 -0.81 0.19
H 2.977508 1.533357 -1.755977 -1.12 -0.21 2.27 0.20
H 1.716160 2.449275 -0.878187 -1.24 1.33 -0.22 0.20
H 3.178795 2.163781 -0.046558 0.75 0.58 0.21 0.22
```
Forces are in eV/Å.

* 2S+1: 1
* frontier orbital gap (alpha / beta): 7.469 / 6.734 eV
* energy relative to the best compared isomer or geometry (same formula, charge and spin): 349.1 kJ/mol
* charge: -1
* total energy: -19708.1361 eV

***

One molecule with the formula C4H8O3S in a non-equilibrium geometry. Source: the OMol25 dataset; level of theory: wB97M-V/def2-TZVPD.

XYZ file:
```
16
Properties=species:S:1:pos:R:3:forces:R:3:nbo_charge:R:1
C -0.984478 0.981667 0.261348 0.48 1.55 -0.14 -0.06
C -0.227990 -0.229745 -0.233898 -0.76 -1.59 0.44 -0.22
C 1.153451 -0.037868 -0.733199 0.09 -0.59 0.39 0.04
C 0.974768 -0.531461 0.692161 -0.27 1.18 0.22 0.08
H -2.929512 1.046783 0.177635 0.95 -0.62 1.00 0.48
H -1.146687 1.758837 -0.496000 0.36 -0.34 -0.27 0.18
H -0.301311 1.483701 1.012628 -1.11 -0.49 -0.49 0.18
H -2.244359 -1.382720 -0.092590 0.07 -0.23 -0.05 0.16
H 1.553203 -0.781076 -1.441559 -0.32 0.10 0.29 0.18
H 2.408398 1.332080 -1.032413 1.89 0.35 0.01 0.47
H 1.054062 0.182307 1.544440 0.00 -0.39 -1.02 0.19
H 1.314434 -2.422002 0.410581 0.09 1.14 1.45 0.48
O -2.254813 0.670661 0.798618 -0.90 0.39 -0.46 -0.72
O 1.481150 1.264101 -1.036755 -1.29 0.58 -0.22 -0.69
O 1.406766 -1.744807 1.150749 -0.04 -2.14 -1.70 -0.68
S -1.257080 -1.590456 -0.981742 0.76 1.10 0.56 -0.06
```
Forces are in eV/Å.

* 2S+1: 1
* SMILES: OCC1(S)[C@@H](O)[C@@H]1O
* frontier orbital gap: 9.323 eV
* energy relative to the best compared isomer or geometry (same formula, charge and spin): 233.9 kJ/mol
* total energy: -21253.2937 eV

***

A 2-piece molecular cluster, C4H8O3S overall in a non-equilibrium geometry. Source: the OMol25 dataset; level of theory: wB97M-V/def2-TZVPD.

XYZ file:
```
16
Properties=species:S:1:pos:R:3:forces:R:3:nbo_charge:R:1
C -0.472904 1.926144 -0.648558 -0.19 -1.39 -3.65 -0.42
C 0.806496 2.079541 0.010909 1.33 1.92 2.17 -0.44
C 0.393699 0.712266 -0.474274 0.96 0.63 1.09 0.07
C -1.203408 -3.207432 0.096295 0.71 -1.45 4.02 -0.49
O -0.671108 0.458888 1.933250 -1.57 0.84 0.98 -0.87
O 1.283241 -0.913047 1.321276 -2.69 0.21 -1.12 -0.86
O 1.088248 0.028241 -1.405382 -0.63 -0.18 -1.58 -0.68
S -0.098114 -0.389946 0.942263 4.60 -1.07 0.40 1.73
H -1.418193 1.743226 -0.257668 -1.48 0.55 1.20 0.24
H -0.484192 2.243522 -1.707892 -0.24 0.01 0.70 0.23
H 1.478299 2.681272 -0.646776 -0.13 -1.05 0.71 0.24
H 0.867440 2.400744 1.101356 -0.09 -0.85 -1.51 0.25
H -2.045331 -3.304094 0.775353 -0.55 0.25 -0.92 0.18
H -1.043525 -2.576534 -0.679422 -0.21 1.58 -2.50 0.16
H -0.321050 -3.413674 0.711299 0.10 -0.21 -0.65 0.17
H 1.840401 -0.469117 -1.072029 0.09 0.22 0.67 0.51
```
Forces are in eV/Å.

* 2S+1: 1
* frontier orbital gap (alpha / beta): 6.882 / 9.379 eV
* energy relative to the best compared isomer or geometry (same formula, charge and spin): 580.6 kJ/mol
* total energy: -21249.7011 eV

***

A 2-piece molecular cluster, C4H8O4 overall in a non-equilibrium geometry. Source: the OMol25 dataset; level of theory: wB97M-V/def2-TZVPD.

XYZ file:
```
16
Properties=species:S:1:pos:R:3:forces:R:3:nbo_charge:R:1
O -1.766037 -2.863984 1.646674 3.29 -2.87 3.23 -0.58
O -2.597407 -0.885595 1.224163 1.41 1.26 1.01 -0.68
C -2.336867 -2.157254 0.940153 -3.71 0.30 -3.30 0.79
C -3.061877 -2.628184 -0.307616 -0.23 1.22 -0.89 -0.73
H -1.960017 -0.731265 1.973793 -1.04 0.30 -0.57 0.49
H -3.453006 -1.687965 -0.731405 -0.12 -0.65 -0.32 0.23
H -3.908706 -3.311004 -0.125295 0.56 0.29 0.31 0.25
H -2.387597 -3.093334 -1.046246 -0.16 0.16 0.53 0.24
O 4.308461 2.651354 -0.104896 -3.75 -0.31 1.20 -0.59
O 2.111552 3.237534 0.509934 0.91 -0.21 0.17 -0.71
C 3.076841 2.432264 -0.070845 3.08 2.13 -1.47 0.79
C 2.496691 1.433454 -1.034227 -0.89 -0.84 0.52 -0.72
H 2.424472 4.060553 0.975473 0.32 -1.41 -0.74 0.51
H 3.090061 0.503685 -1.028555 -0.15 0.55 0.00 0.24
H 2.508162 1.851914 -2.054705 0.09 -0.01 0.53 0.25
H 1.455272 1.187824 -0.766396 0.39 0.10 -0.22 0.23
```
Forces are in eV/Å.

* 2S+1: 1
* SMILES: CC(=O)O.CC(=O)O
* frontier orbital gap: 10.899 eV
* energy relative to the best compared isomer or geometry (same formula, charge and spin): 130.1 kJ/mol
* total energy: -12467.8112 eV

***

One molecule with the formula C4H8O4 in a non-equilibrium geometry. Source: the OMol25 dataset; level of theory: wB97M-V/def2-TZVPD.

XYZ file:
```
16
Properties=species:S:1:pos:R:3:forces:R:3:nbo_charge:R:1
C -0.454622 -0.539475 -0.178831 -10.55 1.03 2.39 0.65
C -2.108997 -0.090358 0.406939 1.36 -1.70 -1.93 -0.55
C 2.000828 1.241336 -0.094876 -0.01 0.02 -0.92 -0.70
C 1.214611 0.049970 0.412869 3.48 2.14 3.93 0.72
O -0.045578 0.508988 0.874479 3.98 -3.25 -2.46 -0.45
O -0.477835 -1.872421 0.144275 2.26 0.63 -0.10 -0.69
O -0.491972 -0.242909 -1.524571 1.85 0.57 -0.09 -0.71
O 1.809186 -0.979716 0.781461 -1.72 1.49 -1.12 -0.59
H 0.487848 -2.086474 0.238489 -0.65 -0.50 0.17 0.50
H -1.368457 -0.450618 -1.879399 0.16 0.02 0.45 0.50
H -2.204236 -0.258202 1.475144 0.33 -0.05 -0.11 0.22
H -2.683618 -0.830609 -0.150230 -0.57 0.20 0.06 0.18
H -2.307625 0.937964 0.118824 0.11 -0.08 -0.08 0.20
H 1.417106 2.161151 -0.082330 -0.14 -0.25 -0.13 0.23
H 2.856144 1.399595 0.565348 -0.03 -0.35 -0.08 0.25
H 2.357217 1.051777 -1.107589 0.15 0.09 0.04 0.24
```
Forces are in eV/Å.

* 2S+1: 1
* frontier orbital gap: 9.392 eV
* energy relative to the best compared isomer or geometry (same formula, charge and spin): 522.6 kJ/mol
* total energy: -12463.7434 eV

***

A 2-piece molecular cluster, C4H8O4 overall in a non-equilibrium geometry. Source: the OMol25 dataset; level of theory: wB97M-V/def2-TZVPD.

XYZ file:
```
16
Properties=species:S:1:pos:R:3:forces:R:3:nbo_charge:R:1
O -2.211411 1.683491 -0.172515 0.79 0.65 -0.02 -0.59
O -0.366382 0.494583 -0.770505 0.70 1.87 0.36 -0.67
C -1.662922 0.785127 -0.748692 -1.85 -2.22 -0.03 0.80
C -2.462662 -0.353427 -1.398460 -0.32 0.49 -0.65 -0.73
H 0.088725 1.237935 -0.288509 -0.42 -0.88 -0.83 0.49
H -3.453023 0.061516 -1.650697 0.40 -0.31 0.15 0.23
H -2.602903 -1.208354 -0.715785 0.24 0.49 -0.12 0.24
H -1.987323 -0.717279 -2.324894 -0.09 0.12 0.47 0.23
O 2.575843 -1.538924 1.970614 -0.47 1.00 -1.27 -0.58
O 1.642870 -1.223058 -0.084776 0.50 -0.61 -0.72 -0.70
C 2.064635 -0.816587 1.134978 0.06 -0.85 0.92 0.80
C 1.690512 0.654630 1.331080 0.18 0.03 0.36 -0.73
H 1.923289 -2.122231 -0.408597 -0.14 1.11 1.24 0.51
H 1.979926 1.015752 2.332292 -0.07 -0.38 -0.50 0.25
H 0.598044 0.759893 1.221323 0.64 -0.18 0.44 0.23
H 2.182781 1.286932 0.573142 -0.16 -0.33 0.21 0.23
```
Forces are in eV/Å.

* 2S+1: 1
* SMILES: CC(=O)O.CC(=O)O
* frontier orbital gap: 11.093 eV
* energy relative to the best compared isomer or geometry (same formula, charge and spin): 106.7 kJ/mol
* total energy: -12468.0531 eV

***

One molecule with the formula C4H8O4 in a non-equilibrium geometry. Source: the OMol25 dataset; level of theory: wB97M-V/def2-TZVPD.

XYZ file:
```
16
Properties=species:S:1:pos:R:3:forces:R:3:nbo_charge:R:1
C 0.070653 0.203855 0.012355 -1.68 1.95 -0.07 -0.15
C -0.698852 0.684117 -0.984605 2.21 -1.11 -1.99 0.56
C 0.512358 1.088289 1.132562 -5.72 3.64 0.08 -0.62
C 0.251104 -1.259700 0.196191 -3.22 0.37 -0.98 0.32
O -1.066783 -0.195070 -2.019767 -1.70 1.24 0.32 -0.71
O -0.889900 1.986823 -1.354016 -1.10 0.26 2.01 -0.73
O 1.612620 -1.504000 0.308066 -0.50 1.86 0.26 -0.70
O -0.422493 -1.691809 1.365541 0.82 -0.46 1.02 -0.73
H -0.264560 1.053427 2.049924 1.76 -0.33 -1.92 0.22
H 1.404971 0.787805 1.428159 4.20 -0.95 1.71 0.21
H 0.467234 2.243050 0.881442 0.44 -2.45 0.17 0.23
H -0.436726 -1.738100 -0.648946 2.39 0.34 1.33 0.19
H -1.977768 0.126006 -2.264578 1.22 -0.67 0.04 0.48
H -0.483217 2.315976 -2.152512 0.48 -0.71 -0.43 0.50
H 1.663686 -2.351026 -0.023053 1.07 -3.15 -0.98 0.48
H 0.257673 -1.749642 2.073238 -0.68 0.17 -0.55 0.47
```
Forces are in eV/Å.

* 2S+1: 1
* SMILES: CC(=C(O)O)C(O)O
* frontier orbital gap: 9.154 eV
* energy relative to the best compared isomer or geometry (same formula, charge and spin): 345.7 kJ/mol
* total energy: -12465.5766 eV

***

C4H8O4 as an isolated structure in a non-equilibrium geometry. Source: the OMol25 dataset; level of theory: wB97M-V/def2-TZVPD.

XYZ file:
```
16
Properties=species:S:1:pos:R:3:forces:R:3:nbo_charge:R:1
C 1.021152 -0.704443 0.560874 -2.57 0.97 8.26 -0.06
C -0.234709 -0.355043 -0.093791 4.21 4.90 2.89 0.07
C -0.541635 1.178959 -0.506752 1.05 -3.73 5.04 0.01
C -1.284497 0.157207 0.646152 -3.37 5.11 1.96 0.11
H 2.827808 -0.755465 0.364948 -1.94 1.69 -2.61 0.49
H 1.169926 0.044695 1.544382 -1.18 -1.54 -1.90 0.15
H 0.926267 -1.748268 1.264854 0.64 1.87 -2.78 0.18
H 0.451202 -1.331394 -1.621892 -5.12 1.01 2.17 0.50
H -1.008462 1.243378 -1.393337 -1.97 -0.09 -2.97 0.15
H 1.168394 2.099594 -0.652770 -2.31 0.11 1.37 0.47
H -1.431075 0.631838 1.744259 1.20 -1.57 -2.57 0.23
H -2.252828 -0.937737 -0.638979 -1.04 2.21 2.90 0.49
O 2.026623 -0.349174 -0.204453 6.53 -2.62 -0.60 -0.70
O -0.625805 -1.072699 -1.046595 3.66 -7.28 -8.48 -0.68
O 0.267369 2.179893 -0.156268 3.49 1.64 -0.26 -0.70
O -2.479728 -0.281344 0.189373 -1.27 -2.69 -2.43 -0.70
```
Forces are in eV/Å.

* 2S+1: 1
* frontier orbital gap: 7.483 eV
* energy relative to the best compared isomer or geometry (same formula, charge and spin): 817.7 kJ/mol
* total energy: -12460.6842 eV